# 1
Density functional theory data (ωB97M-V/def2-TZVPD) for C22H32N5O6SeSiTl as an isolated structure.

## Properties
Spin multiplicity: 1
Energy relative to the best compared isomer or geometry (same formula, charge and spin): 148.84 kJ/mol
HOMO-LUMO gap: 6.39 eV
F_max: 1.39 eV Å⁻¹
Net charge: -2

Element x y z (Å)
1 Tl 0.5472 0.5106 0.4072
2 O 4.3971 -4.2200 -2.4623
3 C 3.3913 -3.4144 -1.9644
4 C 2.7940 -2.4394 -2.7451
5 C 1.7995 -1.6383 -2.1970
6 N 1.4048 -1.7709 -0.9386
7 C 1.9613 -2.7104 -0.1871
8 C 2.9638 -3.5561 -0.6532
9 C 1.5386 -2.7944 1.2896
10 O 1.8503 -3.8378 1.8866
11 O 0.9834 -1.7868 1.7725
12 C 1.1866 -0.5166 -3.0688
13 O 1.2412 -0.7016 -4.2943
14 O 0.7288 0.4643 -2.4581
15 H 4.5295 -3.9717 -3.3858
16 H 3.0798 -2.2663 -3.7735
17 H 3.3818 -4.3021 0.0056
18 C 2.3336 0.9425 4.0971
19 N 3.1401 -0.0927 3.5194
20 C 2.9230 -1.4324 3.6844
21 C 3.8243 -2.0950 2.9244
22 N 4.5705 -1.1501 2.2681
23 C 5.4835 -1.4191 1.1962
24 C 4.1614 0.0708 2.6647
25 Se 5.0494 1.6261 2.3235
26 H 2.4590 0.9555 5.1838
27 H 1.2830 0.7744 3.8486
28 H 2.6424 1.8990 3.6769
29 H 2.1158 -1.7983 4.2800
30 H 3.9315 -3.1439 2.7409
31 H 6.4257 -1.8269 1.5716
32 H 5.6895 -0.4883 0.6702
33 H 5.0262 -2.1240 0.4995
34 C -0.8913 1.6924 6.4128
35 Si -1.7021 2.5866 4.9113
36 C -0.9223 4.3433 4.8655
37 C -3.5441 2.8610 5.4131
38 C -1.4698 1.6864 3.3433
39 C -1.2572 1.0709 2.2949
40 H -1.1005 2.1724 7.3692
41 H 0.1891 1.6576 6.2924
42 H -1.2445 0.6654 6.4732
43 H -0.8946 4.8438 5.8319
44 H -1.4721 4.9820 4.1796
45 H 0.0979 4.2827 4.4985
46 H -3.6413 3.3863 6.3618
47 H -4.0658 1.9117 5.5011
48 H -4.0639 3.4445 4.6574
49 C -2.6839 4.0855 -0.9967
50 N -2.3637 2.7814 -1.5282
51 C -1.1860 2.7550 -2.3672
52 C -2.6676 1.6417 -0.8211
53 O -1.9561 0.6620 -0.7525
54 N -3.9136 1.6990 -0.1983
55 C -5.0709 2.0745 -0.9741
56 C -4.1407 0.6840 0.8072
57 H -1.7816 4.5577 -0.5842
58 H -3.4057 4.0074 -0.1873
59 H -3.0806 4.7402 -1.7840
60 H -1.4504 3.0908 -3.3728
61 H -0.7806 1.7440 -2.4275
62 H -0.4068 3.4047 -1.9656
63 H -4.7644 2.6541 -1.8417
64 H -5.7651 2.6730 -0.3749
65 H -5.6183 1.1892 -1.3290
66 H -3.1884 0.5040 1.3177
67 H -4.5077 -0.2551 0.3753
68 H -4.8687 1.0652 1.5254

Results of the Löwdin charge analysis, in e, for atoms 1 through 6:
1. Tl 0.866
2. O 0.027
3. C -0.301
4. C 0.034
5. C -0.174
6. N 0.103


# 2
Density functional theory data (ωB97M-V/def2-TZVPD) for C22H32N5W as an isolated structure.

## Properties
Spin multiplicity: 3
Energy relative to the best compared isomer or geometry (same formula, charge and spin): 183.86 kJ/mol
HOMO-LUMO gap (alpha / beta): 6.69 / 6.30 eV
Expectation value of S²: 2.038
F_max: 7.61 eV Å⁻¹
Net charge: +1

Element x y z (Å)
1 C 1.1977 -2.1480 0.5533
2 C 2.1437 -1.4125 -0.2571
3 C 1.5781 -1.2555 -1.5685
4 C 0.2786 -1.8708 -1.5760
5 C 0.0421 -2.4170 -0.2658
6 W 0.3074 -0.2882 -0.0815
7 C -1.7488 1.6392 -0.6210
8 C -1.5780 1.0640 0.7682
9 H -1.6028 1.7329 1.6323
10 C -1.6121 -0.3250 1.0541
11 H -2.3870 -0.9789 0.6650
12 H -1.2897 -0.6105 2.0635
13 C -2.4186 3.0329 -0.6685
14 H -1.9933 3.7635 0.0299
15 H -2.3163 3.4620 -1.6746
16 H -3.4895 2.9479 -0.4505
17 C -2.6384 0.6930 -1.4691
18 H -2.5354 -0.3769 -1.2208
19 H -3.6966 0.9481 -1.3191
20 H -2.4201 0.7762 -2.5421
21 C 3.4977 -0.9321 0.1502
22 H 3.5812 -0.8616 1.2408
23 H 4.2821 -1.6145 -0.2035
24 H 3.7119 0.0613 -0.2702
25 C 2.3246 -0.6782 -2.7293
26 H 2.7511 0.3039 -2.4810
27 H 3.1606 -1.3292 -3.0224
28 H 1.6872 -0.5434 -3.6077
29 C -0.5929 -2.1283 -2.7654
30 H -0.5866 -1.2921 -3.4732
31 H -0.2516 -3.0207 -3.3127
32 H -1.6326 -2.3008 -2.4650
33 C -1.1001 -3.3033 0.1128
34 H -2.0207 -3.0240 -0.4145
35 H -0.8706 -4.3485 -0.1456
36 H -1.2962 -3.2547 1.1900
37 C 1.4103 -2.6534 1.9421
38 H 0.4536 -2.8045 2.4576
39 H 1.9395 -3.6167 1.9232
40 H 2.0077 -1.9510 2.5377
41 C -0.1602 1.5033 -1.5286
42 C 0.1620 2.6946 -0.9134
43 C -0.0763 1.4372 -2.9735
44 C 0.6846 3.7733 -1.6019
45 H 0.0842 2.6266 0.1754
46 C 0.3033 2.5956 -3.6711
47 H -0.3630 0.5431 -3.5076
48 C 0.7293 3.7358 -2.9865
49 H 0.9897 4.6665 -1.0473
50 H 0.3071 2.5640 -4.7613
51 H 1.0768 4.5973 -3.5436
52 N 1.0484 0.8552 5.0619
53 N 1.0004 1.1917 3.7215
54 N 2.0515 1.8974 3.1999
55 C 1.9502 1.6308 1.9105
56 N 0.9573 0.7281 1.6350
57 N 0.3948 0.3929 2.8464
58 H 0.1323 0.5407 5.3705
59 H 1.4138 1.6343 5.5833
60 H 2.6099 2.0849 1.1750

Results of the Löwdin charge analysis, in e, for atoms 1 through 6:
1. C -0.331
2. C -0.340
3. C -0.329
4. C -0.327
5. C -0.343
6. W 1.503


# 3
Density functional theory data (ωB97M-V/def2-TZVPD) for a 6-piece molecular cluster, C22H32N6O3PS overall.

## Properties
Spin multiplicity: 1
Energy relative to the best compared isomer or geometry (same formula, charge and spin): 34.80 kJ/mol
HOMO-LUMO gap: 5.73 eV
F_max: 1.56 eV Å⁻¹
Net charge: -1

Element x y z (Å)
1 C 1.1602 2.7345 -0.6914
2 C 0.0156 2.1856 -1.5302
3 O 0.0302 2.6750 -2.8243
4 N 0.3295 1.6111 -3.7814
5 P 1.6787 1.9730 -4.6019
6 O 2.9615 1.1257 -3.9768
7 O 1.9953 3.5393 -4.2867
8 S 1.6395 1.6083 -6.5168
9 H 1.2741 2.1395 0.2120
10 H 0.9969 3.7662 -0.4166
11 H 2.0745 2.6243 -1.2629
12 H -0.9320 2.5069 -1.0864
13 H 0.0573 1.1044 -1.4845
14 H 3.2410 1.6079 -3.1819
15 H 2.6017 3.8672 -4.9659
16 N 4.2192 5.6203 -7.1747
17 C 3.6435 6.3677 -8.1613
18 C 3.8099 7.6886 -7.8396
19 C 4.5179 7.7375 -6.6085
20 C 4.7567 6.4444 -6.2260
21 H 4.2394 4.6152 -7.1495
22 H 3.1654 5.8975 -9.0024
23 H 3.4621 8.5259 -8.4207
24 H 4.8162 8.6190 -6.0666
25 H 5.2592 6.0419 -5.3638
26 N -2.7734 2.2284 1.3486
27 C -2.9216 2.1249 2.7036
28 C -3.6275 0.9789 2.9637
29 C -3.9087 0.3651 1.7128
30 C -3.3660 1.1580 0.7380
31 H -2.2984 2.9736 0.8716
32 H -2.5176 2.8728 3.3637
33 H -3.9109 0.6223 3.9414
34 H -4.4457 -0.5538 1.5491
35 H -3.3497 1.0542 -0.3330
36 N -0.4310 -3.1981 1.2653
37 C 0.5979 -2.7091 0.5029
38 C 0.5544 -1.3427 0.5692
39 C -0.5374 -0.9931 1.4065
40 C -1.1234 -2.1563 1.8201
41 H -0.6433 -4.1695 1.3997
42 H 1.2659 -3.3716 -0.0194
43 H 1.2299 -0.6669 0.0723
44 H -0.8588 0.0009 1.6738
45 H -1.9714 -2.3322 2.4596
46 N -1.5674 -1.3605 5.3403
47 C -2.2714 -1.9596 6.3483
48 C -1.3886 -2.6779 7.1100
49 C -0.0992 -2.5005 6.5393
50 C -0.2441 -1.6818 5.4510
51 H -1.9615 -0.7741 4.6243
52 H -3.3357 -1.8247 6.4362
53 H -1.6384 -3.2639 7.9784
54 H 0.8272 -2.9249 6.8873
55 H 0.4757 -1.3024 4.7467
56 N -1.9249 -6.8556 1.2889
57 C -2.6303 -7.4579 2.2939
58 C -1.7468 -8.1771 3.0530
59 C -0.4561 -7.9986 2.4861
60 C -0.5986 -7.1778 1.4008
61 H -2.3196 -6.2682 0.5774
62 H -3.6941 -7.3236 2.3815
63 H -1.9969 -8.7646 3.9198
64 H 0.4693 -8.4230 2.8358
65 H 0.1247 -6.7963 0.7003

Results of the Löwdin charge analysis, in e, for atoms 1 through 6:
1. C -0.079
2. C -0.347
3. O -0.291
4. N -0.229
5. P 0.009
6. O -0.288


# 4
Density functional theory data (ωB97M-V/def2-TZVPD) for an isolated ion of composition C22H32NO and charge +1.

## Properties
Spin multiplicity: 1
Energy relative to the best compared isomer or geometry (same formula, charge and spin): 168.07 kJ/mol
HOMO-LUMO gap: 9.27 eV
F_max: 0.96 eV Å⁻¹
Structure (SMILES): O[C@](CC#CC[NH+]1CCCCCC1)(c1ccccc1)C1CCCC1
Net charge: +1

Element x y z (Å)
1 O -2.6668 -0.0528 1.9711
2 C -2.1689 -0.3318 0.6791
3 C -1.3726 -1.6565 0.8653
4 C -0.2541 -1.8143 -0.0211
5 C 0.7056 -1.9466 -0.7307
6 C 1.9011 -2.0820 -1.5370
7 N 3.0171 -1.2738 -0.9476
8 C 3.3870 -1.8257 0.3818
9 C 4.5103 -1.0827 1.0953
10 C 4.0835 0.2780 1.6481
11 C 4.2319 1.4320 0.6540
12 C 3.8711 1.0770 -0.7904
13 C 2.6543 0.1687 -0.9281
14 C -1.2123 0.7692 0.2272
15 C -0.8925 0.9711 -1.1108
16 C -0.0427 1.9988 -1.4811
17 C 0.5222 2.8235 -0.5219
18 C 0.2360 2.6076 0.8147
19 C -0.6265 1.5898 1.1834
20 C -3.3299 -0.5288 -0.3213
21 C -4.0179 0.8010 -0.6902
22 C -5.5031 0.4622 -0.7903
23 C -5.7025 -0.5482 0.3335
24 C -4.4500 -1.4263 0.2578
25 H -3.3992 0.5699 1.8953
26 H -2.0475 -2.5067 0.7538
27 H -1.0033 -1.6538 1.8949
28 H 2.2081 -3.1315 -1.5796
29 H 1.7127 -1.7309 -2.5557
30 H 3.8367 -1.3652 -1.5582
31 H 3.6809 -2.8673 0.2291
32 H 2.4835 -1.8111 0.9961
33 H 4.8091 -1.7192 1.9293
34 H 5.3823 -0.9771 0.4485
35 H 3.0506 0.2105 1.9941
36 H 4.6907 0.5111 2.5222
37 H 5.2606 1.7927 0.6642
38 H 3.5982 2.2528 0.9893
39 H 4.7257 0.6160 -1.2923
40 H 3.6654 2.0051 -1.3236
41 H 1.9391 0.3372 -0.1233
42 H 2.1452 0.3848 -1.8691
43 H -1.3147 0.3372 -1.8743
44 H 0.1666 2.1673 -2.5278
45 H 1.1713 3.6344 -0.8161
46 H 0.6692 3.2431 1.5726
47 H -0.8674 1.4342 2.2244
48 H -2.9219 -0.9966 -1.2206
49 H -3.6283 1.2228 -1.6150
50 H -3.8610 1.5447 0.0961
51 H -6.1372 1.3408 -0.6884
52 H -5.7138 -0.0058 -1.7526
53 H -6.6156 -1.1284 0.2189
54 H -5.7498 -0.0321 1.2944
55 H -4.6291 -2.2707 -0.4079
56 H -4.1877 -1.8174 1.2404

Results of the Löwdin charge analysis, in e, for atoms 1 through 6:
1. O 0.001
2. C -0.440
3. C -0.071
4. C 0.018
5. C -0.001
6. C -0.108


# 5
Density functional theory data (ωB97M-V/def2-TZVPD) for a 2-piece molecular cluster, C22H33B overall.

## Properties
Spin multiplicity: 1
Energy relative to the best compared isomer or geometry (same formula, charge and spin): 83.45 kJ/mol
HOMO-LUMO gap: 7.53 eV
F_max: 4.73 eV Å⁻¹
Structure (SMILES): Cc1cc(C)c(CC[C@@H](C)c2c(C)cc(C)cc2C)c(C)c1.B

Element x y z (Å)
1 C 6.1775 0.7603 -0.8360
2 C 4.7477 0.4577 -0.5038
3 C 3.8018 0.2161 -1.5010
4 C 2.4588 -0.0495 -1.2158
5 C 1.5013 -0.1491 -2.3843
6 C 2.0234 -0.0764 0.1430
7 C 0.5570 -0.2653 0.4756
8 C 0.0805 -1.3134 1.5402
9 C -1.2914 -1.8678 1.1457
10 C -1.9984 -2.4494 2.3516
11 C -2.1746 -0.9241 0.2873
12 C -2.5934 0.3636 0.6912
13 C -2.2881 0.9929 2.0237
14 C -3.3126 1.1555 -0.2079
15 C -3.6316 0.7288 -1.4999
16 C -4.3538 1.6214 -2.4571
17 C -3.3199 -0.5905 -1.8299
18 C -2.6667 -1.4267 -0.9307
19 C -2.3984 -2.8530 -1.3307
20 C 2.9693 0.2215 1.1548
21 C 2.5390 0.3827 2.5893
22 C 4.3155 0.4364 0.8264
23 H 6.7568 0.9698 0.0828
24 H 6.6279 -0.0955 -1.3692
25 H 6.2261 1.6305 -1.5159
26 H 4.1589 0.2183 -2.5363
27 H 2.0781 -0.1979 -3.3201
28 H 0.8937 -1.0579 -2.2932
29 H 0.8358 0.7292 -2.4337
30 H 0.0391 -0.4641 -0.4785
31 H 0.2147 0.6457 0.9187
32 H 0.0392 -0.7715 2.5293
33 H 0.8466 -2.1387 1.6540
34 H -1.0075 -2.7061 0.5002
35 H -2.8491 -3.0469 2.0189
36 H -1.3218 -3.1104 2.9049
37 H -2.3661 -1.6667 3.0175
38 H -2.1321 0.2605 2.8189
39 H -1.4271 1.6781 1.9773
40 H -3.1647 1.5786 2.3423
41 H -3.5777 2.1721 0.0968
42 H -4.5654 1.0801 -3.3854
43 H -5.3006 1.9918 -2.0409
44 H -3.7440 2.4982 -2.6983
45 H -3.6140 -0.9985 -2.7970
46 H -3.0150 -3.1037 -2.1979
47 H -1.3534 -3.0458 -1.6216
48 H -2.6552 -3.5514 -0.5255
49 H 3.4085 0.6661 3.1810
50 H 1.7891 1.1780 2.7261
51 H 2.1295 -0.5479 3.0018
52 H 5.0011 0.6350 1.6483
53 B -0.0283 3.5684 -0.2694
54 H 1.0080 3.1109 -0.7360
55 H -1.0722 3.0463 -0.7111
56 H -0.0016 3.4737 0.9798

Results of the Löwdin charge analysis, in e, for atoms 1 through 6:
1. C -0.064
2. C -0.283
3. C -0.024
4. C -0.208
5. C -0.048
6. C -0.123


# 6
Density functional theory data (ωB97M-V/def2-TZVPD) for a 2-piece molecular cluster, C22H33BCl2IN3O6 overall.

## Properties
Spin multiplicity: 1
HOMO-LUMO gap: 8.30 eV
F_max: 0.89 eV Å⁻¹
Structure (SMILES): CCOCCOc1c(CCCI)c([C@H](Cl)CC)c(Cl)c2nc(CCC(=O)O)c(B(N)O)nc12.CO

Element x y z (Å)
1 C 3.0959 -1.4024 1.3514
2 C 2.1087 -2.5626 1.3470
3 O 0.7842 -2.0656 1.2253
4 C -0.0894 -2.9902 0.5952
5 C -1.5103 -2.6560 0.9737
6 O -2.1413 -1.6942 0.1270
7 C -1.5718 -0.4411 0.2220
8 C -1.9818 0.4402 1.1965
9 C -3.1016 0.0423 2.1096
10 C -4.5263 0.0912 1.4592
11 C -4.5376 0.3918 -0.0323
12 I -6.5577 0.7477 -0.7019
13 C -1.3206 1.7096 1.2753
14 C -1.6956 2.7025 2.3528
15 Cl -1.2679 2.0763 3.9813
16 C -3.1783 3.1422 2.2574
17 C -3.2713 4.6017 1.8000
18 C -0.3339 2.0214 0.3606
19 Cl 0.5000 3.5530 0.4110
20 C 0.0572 1.1301 -0.6734
21 N 1.0139 1.5125 -1.5721
22 C 1.2777 0.6346 -2.5017
23 C 2.2897 1.0118 -3.5568
24 C 2.9623 2.3527 -3.2892
25 C 2.0050 3.4852 -3.5256
26 O 1.3840 3.5736 -4.5374
27 O 1.8903 4.4001 -2.5256
28 C 0.6532 -0.6482 -2.5726
29 B 0.9800 -1.7105 -3.7137
30 N 0.7380 -1.4853 -5.1368
31 O 1.4837 -2.9187 -3.3185
32 N -0.2510 -1.0134 -1.6988
33 C -0.5763 -0.1066 -0.7331
34 H 3.9962 -1.6686 0.8054
35 H 2.6733 -0.5338 0.8536
36 H 3.3564 -1.1168 2.3653
37 H 2.3286 -3.1855 0.4808
38 H 2.2098 -3.1450 2.2626
39 H 0.0700 -3.0265 -0.4820
40 H 0.1413 -3.9867 0.9892
41 H -1.4982 -2.3500 2.0185
42 H -2.1134 -3.5587 0.9268
43 H -3.1416 0.6622 2.9915
44 H -2.9787 -0.9636 2.4842
45 H -5.1297 0.8315 1.9769
46 H -5.0303 -0.8610 1.5913
47 H -3.9906 1.2783 -0.3196
48 H -4.2093 -0.4801 -0.5801
49 H -1.1158 3.5995 2.2353
50 H -3.7191 2.9706 3.1822
51 H -3.6441 2.5611 1.4718
52 H -3.0831 4.6563 0.7306
53 H -4.2804 4.9744 1.9535
54 H -2.5576 5.2249 2.3292
55 H 3.0308 0.2307 -3.7032
56 H 1.7161 1.1384 -4.4751
57 H 3.7577 2.4709 -4.0229
58 H 3.3832 2.3976 -2.2919
59 H 1.1376 4.1374 -1.9768
60 H 1.5358 -1.0889 -5.6153
61 H -0.0762 -0.9073 -5.3041
62 H 1.0047 -3.6395 -3.7393
63 C 5.1124 -3.8712 3.2786
64 O 4.8694 -4.3326 1.9492
65 H 4.4889 -2.9982 3.4520
66 H 4.8520 -4.6470 4.0032
67 H 6.1630 -3.5956 3.3974
68 H 5.4300 -5.1029 1.8252

Results of the Löwdin charge analysis, in e, for atoms 1 through 6:
1. C -0.059
2. C -0.261
3. O -0.152
4. C -0.195
5. C -0.138
6. O -0.041


# 7
Density functional theory data (ωB97M-V/def2-TZVPD) for C22H33CuNO2SSi as an isolated structure.

## Properties
Spin multiplicity: 2
Energy relative to the best compared isomer or geometry (same formula, charge and spin): 38.70 kJ/mol
HOMO-LUMO gap (alpha / beta): 8.08 / 8.27 eV
Expectation value of S²: 0.755
F_max: 0.61 eV Å⁻¹

Element x y z (Å)
1 Cu 0.0209 0.8542 -1.0334
2 C 4.2642 0.3930 -1.7413
3 C 4.6503 1.7238 -1.6457
4 C 3.6868 2.7096 -1.5640
5 C 2.3376 2.3564 -1.5631
6 N 1.9828 1.0608 -1.6377
7 C 2.9122 0.1138 -1.7320
8 C 1.2140 3.3105 -1.4761
9 C 1.3936 4.6917 -1.5593
10 C 0.3002 5.5379 -1.5046
11 C -0.9765 5.0069 -1.3657
12 C -1.1538 3.6330 -1.2626
13 C -0.0705 2.7665 -1.3249
14 H 4.9907 -0.4030 -1.8169
15 H 5.7000 1.9873 -1.6292
16 H 3.9748 3.7477 -1.4891
17 H 2.5451 -0.9034 -1.8062
18 H 2.3838 5.1143 -1.6812
19 H 0.4410 6.6090 -1.5692
20 H -1.8337 5.6684 -1.3271
21 H -2.1563 3.2404 -1.1296
22 C -2.5524 0.4110 4.4288
23 Si -0.7828 0.6091 3.8371
24 C 0.2371 -0.8331 4.4833
25 C -0.0774 2.2005 4.5365
26 C -0.6892 0.6442 2.0142
27 C -0.5675 0.6959 0.7987
28 H -2.5858 0.3843 5.5205
29 H -2.9985 -0.5122 4.0539
30 H -3.1730 1.2436 4.0926
31 H 0.2114 -0.8647 5.5752
32 H 1.2800 -0.7384 4.1735
33 H -0.1377 -1.7893 4.1111
34 H -0.1305 2.2041 5.6279
35 H -0.6264 3.0681 4.1661
36 H 0.9680 2.3219 4.2464
37 O -3.3332 0.1746 -1.2414
38 H -3.0214 0.5626 -0.4125
39 H -2.8183 0.6136 -1.9276
40 C 0.5921 -4.0977 1.8880
41 C -0.4031 -3.1957 1.1661
42 C 0.0412 -2.8646 -0.2541
43 S -1.2261 -1.8112 -1.0305
44 O -0.4553 -0.9368 -2.0150
45 C -2.0702 -3.0687 -2.0211
46 C -1.2989 -3.6309 -3.2121
47 C -1.3528 -2.7273 -4.4426
48 H 0.2407 -4.3174 2.8962
49 H 1.5670 -3.6143 1.9711
50 H 0.7237 -5.0456 1.3623
51 H -0.5261 -2.2582 1.7123
52 H -1.3811 -3.6868 1.1338
53 H 0.2182 -3.7592 -0.8521
54 H 0.9387 -2.2445 -0.2534
55 H -3.0007 -2.5948 -2.3386
56 H -2.3198 -3.8376 -1.2844
57 H -1.7283 -4.6050 -3.4571
58 H -0.2572 -3.8075 -2.9343
59 H -2.3879 -2.5110 -4.7144
60 H -0.8795 -3.2145 -5.2955
61 H -0.8444 -1.7856 -4.2498

Results of the Löwdin charge analysis, in e, for atoms 1 through 6:
1. Cu 0.411
2. C -0.057
3. C -0.055
4. C -0.001
5. C -0.194
6. N 0.053